1.
53
Properties=species:S:1:pos:R:3 method="wB97M-V/def2-TZVPD" gap_ev=5.76 smiles="C=CCc1c(CCF)c([C@H](Cl)[C@@H](C)Cl)c2nsnc2c1I.CCO.CCO" lumo_ha=-0.0692 energy_ha=-2676.97905 charge=0 homo_ev=-7.642
C -1.990 2.595 1.670
C -1.692 3.887 0.933
C -1.632 3.851 -0.737
C -1.351 2.260 -1.121
C 0.248 1.782 -1.223
C 1.473 2.846 -1.005
C 1.800 3.187 0.588
F 1.330 2.143 1.527
C 0.559 0.211 -1.549
C 2.017 -0.519 -1.664
Cl 3.257 -0.015 -0.364
C 2.654 -0.503 -3.211
C 1.534 -0.779 -4.376
Cl 3.655 1.008 -3.587
C -0.773 -0.767 -1.807
N -0.769 -2.250 -2.168
S -2.423 -2.861 -2.396
N -3.430 -1.426 -2.090
C -2.370 -0.390 -1.782
C -2.610 1.197 -1.392
I -4.709 1.914 -1.257
H -3.051 2.372 2.164
H -1.202 1.710 1.764
H -1.479 4.839 1.579
H -2.650 4.195 -1.208
H -0.791 4.576 -1.108
H 2.507 2.504 -1.467
H 1.246 3.906 -1.503
H 1.413 4.267 0.834
H 2.988 3.238 0.700
H 1.815 -1.679 -1.458
H 3.402 -1.434 -3.225
H 0.596 -0.074 -4.329
H 2.062 -0.547 -5.416
H 1.182 -1.911 -4.314
C 2.347 -3.332 0.982
C 3.095 -3.778 2.222
O 4.495 -3.694 2.001
H 2.620 -3.954 0.124
H 1.266 -3.396 1.135
H 2.607 -2.300 0.724
H 2.849 -4.817 2.464
H 2.837 -3.153 3.082
H 4.704 -2.767 1.794
C -2.820 -1.754 3.930
C -3.929 -1.301 3.003
O -3.568 -0.079 2.376
H -2.623 -0.994 4.694
H -3.084 -2.693 4.425
H -1.886 -1.898 3.377
H -4.854 -1.138 3.563
H -4.122 -2.050 2.228
H -2.750 -0.237 1.874

***

2.
55
Properties=species:S:1:pos:R:3 method="wB97M-V/def2-TZVPD" gap_ev=7.17 lumo_ha=-0.0861 energy_ha=-2639.33100 charge=+1 homo_ev=-9.513 de_lowest_kcal_mol=6.0
Sr -0.018 0.048 -0.043
C -2.569 2.010 -1.188
C -2.058 2.566 0.126
O -1.874 1.504 1.064
C -1.425 1.954 2.344
C -0.927 0.780 3.160
O 0.173 0.207 2.461
C 1.047 -0.667 3.165
C 1.863 -1.415 2.113
O 2.298 -0.583 1.040
C 3.283 0.408 1.308
C 2.652 1.789 1.406
O 1.750 2.037 0.322
C 2.282 2.665 -0.849
C 2.290 1.693 -2.014
O 1.004 1.104 -2.179
C 0.103 1.769 -3.064
C -1.211 1.028 -3.001
O -1.709 0.973 -1.664
H -2.627 2.829 -1.909
H -3.566 1.587 -1.056
H -2.791 3.285 0.508
H -1.101 3.088 -0.017
H -2.243 2.446 2.878
H -0.608 2.673 2.207
H -1.712 0.030 3.298
H -0.613 1.150 4.140
H 0.481 -1.397 3.750
H 1.668 -0.078 3.849
H 1.236 -2.168 1.631
H 2.710 -1.921 2.583
H 3.995 0.368 0.482
H 3.828 0.184 2.229
H 3.429 2.557 1.437
H 2.053 1.872 2.312
H 3.292 3.039 -0.664
H 1.642 3.522 -1.070
H 2.976 0.866 -1.823
H 2.607 2.195 -2.932
H 0.493 1.742 -4.085
H -0.022 2.818 -2.766
H -1.061 -0.011 -3.298
H -1.942 1.486 -3.670
Cl -3.327 -6.959 -1.050
C -2.367 -5.512 -1.040
C -2.534 -4.587 -0.026
C -1.754 -3.448 -0.055
Cl -1.968 -2.248 1.213
C -0.792 -3.152 -1.039
O -0.082 -2.072 -1.021
C -0.685 -4.139 -2.044
Cl 0.453 -3.858 -3.320
C -1.445 -5.291 -2.052
H -3.256 -4.750 0.761
H -1.322 -6.014 -2.846

***

3.
51
Properties=species:S:1:pos:R:3 method="wB97M-V/def2-TZVPD" gap_ev=8.23 smiles=CCn1c(CNc2ccc(Cl)cc2)nnc1SCCN1CCCCC1 lumo_ha=0.0167 energy_ha=-1833.65784 charge=0 homo_ev=-7.775 de_lowest_kcal_mol=5.8
C -0.839 2.313 1.659
H -1.043 3.268 2.135
H 0.222 2.097 1.752
H -1.401 1.537 2.174
C -1.233 2.376 0.186
N -0.990 1.119 -0.472
C 0.198 0.676 -0.989
N 0.074 -0.533 -1.463
N -1.201 -0.910 -1.265
C -1.834 0.061 -0.673
C -3.273 0.038 -0.300
N -3.799 -1.277 -0.554
C -5.135 -1.529 -0.724
C -5.539 -2.737 -1.304
C -6.874 -3.047 -1.445
C -7.836 -2.148 -1.010
C -7.463 -0.949 -0.431
C -6.123 -0.642 -0.286
H -5.850 0.292 0.180
H -8.217 -0.256 -0.091
Cl -9.517 -2.531 -1.193
H -7.172 -3.981 -1.896
H -4.785 -3.432 -1.645
H -3.151 -1.882 -1.038
H -3.385 0.297 0.764
H -3.808 0.805 -0.888
S 1.626 1.654 -1.005
C 2.771 0.486 -1.805
H 3.612 1.095 -2.136
C 3.231 -0.666 -0.897
N 4.172 -0.369 0.148
C 3.665 0.409 1.260
C 4.610 0.258 2.450
C 6.005 0.739 2.065
C 6.475 -0.025 0.831
C 5.456 0.132 -0.296
H 5.772 -0.447 -1.167
H 5.409 1.198 -0.586
H 7.448 0.342 0.500
H 6.568 -1.084 1.075
H 6.701 0.589 2.892
H 5.973 1.809 1.841
H 4.655 -0.794 2.733
H 4.228 0.830 3.298
H 2.673 0.031 1.522
H 3.574 1.480 1.010
H 3.695 -1.410 -1.554
H 2.347 -1.128 -0.450
H 2.238 0.085 -2.665
H -2.293 2.619 0.079
H -0.640 3.141 -0.325